No. 1
This record from the Open Molecules 2025 dataset describes a molecular structure, C3H5DyO4 at a distorted geometry. The level of theory is ωB97M-V/def2-TZVPD.

Molecular weight ... 267.57 g mol⁻¹
Gap between HOMO and LUMO (spin up / spin down) ... 2.76 / 3.05 eV
ΔE to the lowest compared entry with this formula, charge and spin ... 286.01 kJ/mol
HOMO energy (spin up / spin down) ... -0.1706 / -0.1706 Ha
E ... -35459.718 eV
⟨S²⟩ ... 9.315

The geometry in ORCA input format:
```
! RIJCOSX wB97M-V def2-TZVPD def2/J DEFGRID3
* xyz 0 6
O -0.83819 -0.49617 0.96911
C -1.70754 -0.56405 -0.01231
C 0.45953 -0.04757 0.46734
O -2.88918 -0.82403 0.13720
O -1.18201 -0.25881 -1.17828
C 0.23651 -0.00995 -1.04696
Dy -4.73159 -1.61395 2.08950
H 1.20481 -0.78425 0.77819
H 0.65768 0.93729 0.90011
H 0.77182 -0.79947 -1.58290
H 0.46187 0.96300 -1.48952
O 3.50750 1.71216 -0.41132
H 4.04879 1.78578 0.37985
*
```

No. 2
This record from the Open Molecules 2025 dataset describes a molecular structure, C15H18Br2IN4O2P2 at a distorted geometry. The level of theory is ωB97M-V/def2-TZVPD.

Molecular weight ... 635.00 g mol⁻¹
Gap between HOMO and LUMO ... 6.59 eV
HOMO energy ... -0.4315 Ha
E ... -192654.157 eV

The geometry in ORCA input format:
```
! RIJCOSX wB97M-V def2-TZVPD def2/J DEFGRID3
* xyz 1 1
C 1.19340 2.85927 2.49941
C 2.18556 2.00608 1.63759
Br 3.87943 3.04689 1.49014
C 1.63234 1.78676 0.12174
Br 2.96720 2.02998 -1.30897
C 0.78294 0.49538 -0.02261
C 1.43920 -0.83558 -0.10762
P 3.25301 -1.26659 -0.05743
C 3.82359 -1.15596 -1.86123
O 4.18654 -0.13582 0.75055
C 0.49984 -2.01465 -0.25378
P 1.21468 -3.76888 -0.42483
N 2.03374 -4.23624 0.84757
N -0.83525 -1.91635 -0.27939
N -1.34357 -0.71128 -0.16620
C -2.82363 -0.66745 -0.19194
C -3.54522 -0.90571 -1.43967
C -5.00314 -0.88052 -1.36686
N -5.77102 -0.62521 -0.27723
C -5.06244 -0.41175 0.86257
C -3.61432 -0.42989 1.02207
C -0.71231 0.50105 -0.04511
C -1.45773 1.86210 0.03273
C -1.39485 2.60391 -1.37290
O -1.05405 3.74244 -1.38630
I -1.85976 1.68752 -3.26697
H 1.26220 3.94986 2.22826
H 1.47102 2.79934 3.59018
H 0.12470 2.49892 2.44785
H 2.34834 1.02183 2.14880
H 0.92102 2.64918 -0.02336
H 2.98253 -0.97609 -2.57243
H 4.43491 -2.06129 -2.13126
H 4.53747 -0.28717 -1.93757
H 4.41107 -0.52698 1.61545
H 2.02019 -3.75954 -1.61598
H 0.10272 -4.64789 -0.65655
H 1.53763 -5.07237 1.18937
H -3.02968 -1.12666 -2.40311
H -5.54808 -1.09730 -2.32195
H -5.65891 -0.20225 1.78799
H -3.12586 -0.24057 2.01025
H -2.48778 1.81477 0.45632
H -0.86867 2.52316 0.72706
*
```

No. 3
This record from the Open Molecules 2025 dataset describes a molecular structure, C34H58N2O4PrSi at a distorted geometry. The level of theory is ωB97M-V/def2-TZVPD.

Molecular weight ... 727.84 g mol⁻¹
Gap between HOMO and LUMO (spin up / spin down) ... 7.64 / 7.90 eV
HOMO energy (spin up / spin down) ... -0.3766 / -0.3769 Ha
E ... -69313.054 eV
⟨S²⟩ ... 2.002

The geometry in ORCA input format:
```
! RIJCOSX wB97M-V def2-TZVPD def2/J DEFGRID3
* xyz 1 3
O 0.91366 -2.21521 -0.68480
O -1.46732 -1.84112 -3.89354
C 2.11025 -2.37734 -1.55159
C 2.96989 -3.50050 -1.01701
H 2.59422 -1.39946 -1.51823
H 1.72013 -2.57625 -2.55743
H 3.01450 -3.49748 0.07549
H 3.97552 -3.35949 -1.41769
H 2.62889 -4.48085 -1.35353
C -0.23043 -3.11912 -0.93445
C -0.06295 -4.06788 -2.08479
H -1.05532 -2.40444 -1.08568
H -0.35816 -3.65928 0.00966
H -0.18605 -3.52653 -3.02339
H -0.88183 -4.77778 -2.04411
H 0.85889 -4.65307 -2.09763
C -2.82233 -1.67127 -3.46780
C -1.01163 -1.14914 -5.06086
C -3.51880 -3.01051 -3.55207
H -3.33394 -0.89746 -4.06255
H -2.79270 -1.33850 -2.41825
H -3.57306 -3.34682 -4.59071
H -4.53543 -2.92899 -3.16652
H -2.98010 -3.76545 -2.96984
C -1.24627 -1.98290 -6.30435
H 0.06881 -1.00205 -4.92565
H -1.48329 -0.15307 -5.14969
H -0.79527 -2.97584 -6.18788
H -0.78460 -1.48349 -7.16055
H -2.31799 -2.08736 -6.49813
H 0.60852 0.65428 -1.41692
N 1.70789 1.11215 2.04021
C 1.54765 2.34390 2.52960
C 0.37511 3.09010 2.34430
C -0.92484 2.62639 2.09513
C 2.66945 2.99696 3.30089
H 3.60674 3.01965 2.72518
H 2.86017 2.48233 4.25481
H 2.37796 4.02928 3.53066
C -2.03024 3.65503 2.25262
H -2.60972 3.49228 3.17669
H -2.73181 3.64276 1.40640
H -1.59643 4.66148 2.31328
N -1.22548 1.34445 1.81097
C 2.86540 0.34171 2.40415
C 3.93120 0.20732 1.48661
C 3.92632 0.94698 0.18322
C 4.99178 -0.63008 1.82658
H 5.81928 -0.75653 1.11678
C 5.01207 -1.28465 3.06679
H 5.85075 -1.94663 3.32113
C 3.96879 -1.10468 3.97874
H 3.97592 -1.61287 4.94706
C 2.90176 -0.26326 3.67686
C 1.78731 -0.06385 4.65098
C -2.53844 0.90262 2.17489
C -3.53728 0.69415 1.19571
C -3.27668 0.98334 -0.25396
C -4.80886 0.28413 1.58988
H -5.56325 0.12169 0.82004
C -5.11434 0.10421 2.93530
H -6.11044 -0.20974 3.23421
C -4.14503 0.33162 3.90776
H -4.36329 0.21082 4.96876
C -2.86406 0.74256 3.54686
C -1.83403 1.02313 4.59916
Pr 0.36494 -0.65560 1.07251
H 3.18839 0.54461 -0.53458
H 4.91215 0.84682 -0.29873
H 3.72625 2.02125 0.30994
H 1.54799 0.98828 4.80785
H 2.07634 -0.48176 5.62042
H 0.86896 -0.57889 4.35142
H -3.70686 0.19177 -0.88541
H -2.20795 1.06616 -0.49386
H -3.75037 1.93165 -0.56649
H -0.91697 0.43286 4.44621
H -2.23788 0.75944 5.58729
H -1.54414 2.08799 4.63520
H 0.47240 4.15954 2.51377
C 0.54751 0.52272 -2.51340
Si 0.27383 2.36888 -2.58407
H 1.46915 0.12502 -2.91699
H -0.25414 -0.10341 -2.86377
C 1.51271 2.73615 -3.90556
C 0.70714 3.26274 -1.02045
C -1.49830 2.57187 -3.06814
H -1.95898 1.65160 -3.44509
H -1.44872 3.31004 -3.87511
H -2.10228 2.96267 -2.24345
H 2.51297 2.39683 -3.60295
H 1.48875 3.82476 -4.02565
H 1.20180 2.21686 -4.82085
H 1.50806 2.83614 -0.40053
H -0.13612 3.43075 -0.34227
H 1.05873 4.25348 -1.33789
O 1.37641 -2.55759 2.10807
C 0.34937 -2.68148 2.86216
O -0.61618 -1.83643 2.81222
H 0.28791 -3.53003 3.57041
*
```

No. 4
This record from the Open Molecules 2025 dataset describes a molecular structure, C9H16 at a distorted geometry. The level of theory is ωB97M-V/def2-TZVPD.

Molecular weight ... 124.23 g mol⁻¹
Gap between HOMO and LUMO ... 9.76 eV
ΔE to the lowest compared entry with this formula, charge and spin ... 992.87 kJ/mol
HOMO energy ... -0.3382 Ha
E ... -9580.921 eV

The geometry in ORCA input format:
```
! RIJCOSX wB97M-V def2-TZVPD def2/J DEFGRID3
* xyz 0 1
C -1.67277 2.26076 0.14326
C -1.16018 0.78514 -0.36722
C -2.10562 -0.60217 0.03084
C -1.13739 -1.96981 0.30424
C 0.09885 -1.19259 -0.42001
C 1.60053 -1.40160 0.09268
C 1.55799 0.14575 -0.30510
C 2.70532 1.15394 0.21466
C 0.07629 0.31469 0.03404
H -1.14710 2.34442 1.27269
H -1.24195 3.15162 -0.28368
H -2.83702 2.20953 0.05292
H -1.11038 0.77064 -1.44628
H -2.89888 -0.87555 -0.80506
H -2.86172 -0.02644 0.82840
H -1.36281 -2.96562 0.03807
H -1.19988 -2.24530 1.41708
H 0.24867 -1.31686 -1.45348
H 2.24720 -2.29053 0.00670
H 1.65878 -1.25118 1.25930
H 1.74954 0.29887 -1.44368
H 3.09256 2.20517 -0.96984
H 2.01894 2.09199 1.36441
H 3.78939 0.35714 0.64367
H 0.07655 0.57744 1.15451
*
```

Q: What is the formula in the first record?
A: C3H5DyO4

Repeat the first record exactly.
This record from the Open Molecules 2025 dataset describes a molecular structure, C3H5DyO4 at a distorted geometry. The level of theory is ωB97M-V/def2-TZVPD.

Molecular weight ... 267.57 g mol⁻¹
Gap between HOMO and LUMO (spin up / spin down) ... 2.76 / 3.05 eV
ΔE to the lowest compared entry with this formula, charge and spin ... 286.01 kJ/mol
HOMO energy (spin up / spin down) ... -0.1706 / -0.1706 Ha
E ... -35459.718 eV
⟨S²⟩ ... 9.315

The geometry in ORCA input format:
```
! RIJCOSX wB97M-V def2-TZVPD def2/J DEFGRID3
* xyz 0 6
O -0.83819 -0.49617 0.96911
C -1.70754 -0.56405 -0.01231
C 0.45953 -0.04757 0.46734
O -2.88918 -0.82403 0.13720
O -1.18201 -0.25881 -1.17828
C 0.23651 -0.00995 -1.04696
Dy -4.73159 -1.61395 2.08950
H 1.20481 -0.78425 0.77819
H 0.65768 0.93729 0.90011
H 0.77182 -0.79947 -1.58290
H 0.46187 0.96300 -1.48952
O 3.50750 1.71216 -0.41132
H 4.04879 1.78578 0.37985
*
```